# 1
Entry from OMol25: the molecule C7H9NO2 in a non-equilibrium geometry (the ωB97M-V functional and the def2-TZVPD basis).

Properties
**Kohn-Sham gap**: 8.91 eV
**Relative energy (zero: lowest compared OMol25 entry of this formula, charge and spin)**: 4.306 eV
**HOMO energy**: -8.17 eV
**Maximum force**: 3.43 eV/Å
**DFT total energy**: -12986.1894 eV
**E_LUMO**: 0.02745 Ha

Geometry as ORCA input:
```
! RIJCOSX wB97M-V def2-TZVPD def2/J DEFGRID3
* xyz 0 1
C -0.301 0.546 -1.622
C -0.588 0.818 -0.123
C -0.739 -0.637 0.335
C -0.544 -0.746 -1.978
C 0.061 1.854 1.031
C -1.015 -2.860 -0.709
C 2.070 2.419 2.008
N -0.786 -1.443 -0.790
O -0.845 -1.067 1.461
O 1.343 1.699 1.028
H -0.084 1.350 -2.301
H -1.625 1.192 -0.127
H -0.514 -1.232 -2.928
H -2.017 -3.115 -1.071
H -0.274 -3.403 -1.300
H -0.930 -3.153 0.338
H 2.606 1.696 2.625
H 1.396 3.017 2.628
H 2.787 3.065 1.495
*
```

# 2
Entry from OMol25: C8H10NiO8P as an isolated structure in a non-equilibrium geometry (the ωB97M-V functional and the def2-TZVPD basis).

Properties
**Kohn-Sham gap (spin up / spin down)**: 5.55 / 6.27 eV
**Relative energy (zero: lowest compared OMol25 entry of this formula, charge and spin)**: 2.009 eV
**HOMO energy (spin up / spin down)**: -11.31 / -12.18 eV
**Maximum force**: 9.07 eV/Å
**<S²>**: 2.009
**DFT total energy**: -75157.1170 eV
**E_LUMO (spin up / spin down)**: -0.21196 / -0.21708 Ha

Geometry as ORCA input:
```
! RIJCOSX wB97M-V def2-TZVPD def2/J DEFGRID3
* xyz 1 3
O 0.776 0.026 -4.422
C 0.098 -0.025 -3.500
Ni -0.133 -0.012 -1.042
O 2.762 0.239 -1.605
C 1.616 0.194 -1.517
C -1.659 -0.190 -0.165
O -2.512 -0.202 0.639
C -0.233 -1.769 -0.588
O -0.216 -2.926 -0.505
C -0.010 1.763 -0.822
O 0.078 2.842 -0.443
H -0.921 -0.071 -2.614
C 0.508 2.547 3.098
O 0.641 1.259 2.502
P -0.279 -0.052 2.954
O 0.007 -0.148 4.560
C 1.335 -0.209 5.118
O 0.678 -1.259 2.358
C 2.113 -1.095 2.188
H 0.079 3.256 2.390
H 1.493 2.915 3.388
H -0.142 2.535 3.997
H 2.113 0.333 4.559
H 1.232 0.242 6.107
H 1.671 -1.242 5.250
H 2.371 -0.036 1.999
H 2.665 -1.447 3.071
H 2.386 -1.685 1.309
*
```

# 3
Entry from OMol25: the molecule C2H5NO2 in a non-equilibrium geometry (the ωB97M-V functional and the def2-TZVPD basis).

Properties
**Kohn-Sham gap**: 10.84 eV
**Relative energy (zero: lowest compared OMol25 entry of this formula, charge and spin)**: 1.513 eV
**HOMO energy**: -10.18 eV
**Maximum force**: 2.10 eV/Å
**DFT total energy**: -7739.2380 eV
**E_LUMO**: 0.02431 Ha

Geometry as ORCA input:
```
! RIJCOSX wB97M-V def2-TZVPD def2/J DEFGRID3
* xyz 0 1
O -1.583 -1.214 0.045
C -1.385 -0.025 0.192
N -0.229 0.739 0.245
C 1.089 0.230 -0.350
O 1.072 -1.098 -0.801
H -2.213 0.598 0.574
H -0.153 0.975 1.232
H 1.866 0.379 0.405
H 1.224 0.934 -1.167
H 0.313 -1.519 -0.375
*
```